# 1
C43H47IN5O3P2RuS2Se2Si as an isolated structure, computed with ωB97M-V with the def2-TZVPD basis set.

The geometry in XYZ format:
```
107
Properties=species:S:1:pos:R:3:forces:R:3:mulliken_spin:R:1
Ru -0.428385 0.446451 -0.587826 0.22 -0.10 -0.09 2.450
Se -0.070864 1.250576 1.718888 -0.05 0.07 0.08 0.061
P 2.103457 1.186172 1.444829 -0.06 -0.01 -0.05 0.031
Se 2.506403 0.943848 -0.699691 0.01 0.08 -0.01 0.658
C 2.822148 -0.186591 2.365110 0.04 -0.04 0.03 -0.038
C 2.661195 -0.173379 3.752821 -0.01 -0.01 -0.01 0.003
C 3.227249 -1.175138 4.518994 -0.02 -0.03 -0.01 0.000
C 3.947284 -2.195890 3.904532 0.01 -0.01 0.02 0.003
C 4.104863 -2.209636 2.528501 -0.03 0.01 -0.02 0.015
C 3.545363 -1.200576 1.753040 -0.04 -0.06 0.02 0.048
C 2.914397 2.641975 2.122296 0.03 0.03 0.03 0.010
C 2.208448 3.590169 2.848122 -0.02 0.04 -0.04 -0.006
C 2.879572 4.679437 3.388351 -0.01 0.00 0.01 0.002
C 4.244613 4.817594 3.196737 0.02 -0.01 0.01 0.000
C 4.951802 3.863032 2.472809 -0.01 0.01 0.01 0.004
C 4.291362 2.771606 1.940227 -0.01 0.00 -0.03 -0.011
H 2.094571 0.617440 4.232072 0.02 0.01 -0.01 -0.003
H 3.110357 -1.162443 5.595143 0.00 0.00 -0.02 0.000
H 4.388224 -2.980355 4.506243 -0.01 0.01 -0.01 0.000
H 4.660004 -3.003377 2.047767 0.00 -0.03 -0.01 0.001
H 3.668418 -1.216383 0.678239 0.01 0.01 -0.01 -0.010
H 1.139672 3.485927 2.979172 -0.03 0.01 -0.02 -0.003
H 2.332302 5.420780 3.955972 0.00 -0.01 -0.01 0.000
H 4.765030 5.669811 3.614018 -0.01 0.00 -0.01 0.000
H 6.017824 3.972470 2.324493 -0.01 0.00 0.00 0.000
H 4.840910 2.028540 1.373278 -0.01 0.00 0.01 -0.001
C -2.584756 4.601062 0.633823 -0.02 0.02 -0.02 0.002
C -1.255271 5.157501 1.093632 0.05 -0.05 0.00 -0.005
C -1.112723 6.649389 0.866474 0.00 0.01 0.00 0.000
O -0.115705 4.442654 0.512187 0.02 0.11 0.07 0.014
P 0.197287 4.041656 -0.968900 -0.11 -0.03 -0.06 0.046
S 2.149215 3.690774 -1.096916 0.16 -0.01 0.06 0.413
S -0.974070 2.529545 -1.652169 -0.03 0.04 0.05 0.045
O -0.208501 5.333983 -1.774281 -0.12 0.01 -0.07 0.001
C -0.391745 5.584827 -3.211775 0.07 -0.01 0.08 -0.008
C 0.625901 4.857799 -4.062573 0.00 -0.01 -0.03 0.007
C -1.826752 5.300883 -3.608641 -0.02 0.01 0.02 0.005
H -3.382701 5.110618 1.177130 0.02 -0.01 0.00 0.001
H -2.654757 3.532110 0.832040 0.01 -0.02 0.00 -0.003
H -2.738796 4.775306 -0.432385 0.00 -0.01 0.00 0.000
H -1.127838 4.943059 2.155155 0.03 -0.02 0.01 -0.001
H -1.447301 6.936813 -0.129222 0.03 -0.02 -0.01 0.000
H -0.075178 6.958469 0.988880 -0.01 -0.01 0.03 0.000
H -1.718525 7.179218 1.603098 -0.02 0.00 -0.03 0.000
H -0.210387 6.657086 -3.269437 0.01 0.02 0.02 -0.001
H 0.490381 3.776925 -4.006964 -0.01 -0.01 0.01 0.000
H 1.643765 5.099096 -3.762366 0.00 0.01 0.00 -0.002
H 0.487703 5.164557 -5.100773 0.00 0.00 0.02 0.000
H -2.002687 4.235517 -3.750911 0.01 -0.02 0.04 0.002
H -2.041584 5.813805 -4.547409 0.01 -0.03 0.00 0.000
H -2.519020 5.677278 -2.854913 0.02 0.02 -0.01 -0.001
N -0.028317 -3.023393 -4.566802 0.10 -0.07 0.15 0.000
C -0.384045 -2.015414 -5.370597 -0.03 0.08 0.00 -0.003
N -0.443952 -2.237598 -6.689676 0.00 0.01 0.01 0.000
N -0.680419 -0.794069 -4.953712 -0.02 -0.05 0.02 0.003
C -0.617048 -0.527999 -3.683225 0.02 -0.10 0.02 -0.014
N -0.574586 -0.243285 -2.563462 -0.16 0.15 -0.29 0.022
H 0.185200 -3.937868 -4.922697 -0.04 -0.01 -0.01 0.000
H -0.028307 -2.907142 -3.564686 -0.08 0.00 0.01 0.001
H -0.232602 -3.129770 -7.095793 -0.01 0.00 -0.01 0.000
H -0.704661 -1.472122 -7.285390 0.01 0.01 0.00 0.000
I -6.577992 2.062674 -1.171973 -0.05 0.04 -0.03 0.002
C -5.164181 0.791337 -0.340073 0.05 -0.02 0.03 0.000
C -5.537617 -0.342078 0.365584 -0.03 -0.02 0.01 -0.003
C -4.541677 -1.133129 0.913172 0.02 0.02 0.03 0.000
C -3.220139 -0.769400 0.724887 0.06 0.10 0.12 -0.046
N -2.860422 0.309214 0.025401 -0.07 -0.09 -0.11 0.065
C -3.817790 1.081911 -0.490129 0.05 -0.07 -0.01 0.004
H -6.581418 -0.596815 0.491593 0.00 0.01 0.00 0.000
H -4.779784 -2.020133 1.484632 0.00 0.01 0.00 0.000
H -2.416671 -1.346149 1.166440 -0.02 0.00 -0.04 0.030
H -3.491578 1.958806 -1.034511 0.00 -0.01 -0.03 -0.001
O -0.022612 -1.357360 -0.192142 -0.13 -0.05 0.35 0.211
Si -0.130831 -2.931566 0.222563 -0.11 -0.03 -0.23 -0.080
C 1.552467 -3.698539 -0.005228 0.12 -0.01 -0.01 -0.016
C 2.407347 -3.203524 -0.995907 -0.02 0.03 0.02 0.063
C 3.645900 -3.782545 -1.231460 0.01 -0.03 0.01 -0.002
C 4.048074 -4.883679 -0.483746 -0.01 0.01 -0.01 -0.001
C 3.212455 -5.393543 0.499695 0.01 0.02 0.02 0.001
C 1.979121 -4.799674 0.739537 -0.01 0.01 0.01 -0.001
C -1.347900 -3.769348 -0.934674 -0.06 -0.06 -0.05 0.004
C -2.331384 -3.064774 -1.633741 0.03 0.07 -0.04 0.000
C -3.264077 -3.719880 -2.431691 0.03 0.03 0.01 0.001
C -3.230556 -5.101974 -2.540510 0.06 -0.04 0.04 0.000
C -2.260610 -5.824737 -1.852555 -0.06 0.01 -0.05 0.000
C -1.334591 -5.163957 -1.059412 0.05 0.03 -0.05 -0.002
C -0.738663 -3.192962 1.963484 0.06 0.06 0.14 0.005
C 0.089165 -2.844568 3.035513 -0.02 0.00 0.01 0.028
C -0.338531 -2.983991 4.346534 -0.03 -0.01 0.03 0.001
C -1.608704 -3.481125 4.612068 0.02 0.02 0.01 0.001
C -2.443755 -3.841018 3.564192 0.02 0.02 -0.02 -0.001
C -2.009251 -3.696744 2.252527 -0.03 -0.07 -0.01 0.002
H 2.106073 -2.334668 -1.575058 0.00 0.00 0.01 -0.001
H 4.299221 -3.379475 -1.995703 0.00 0.00 0.00 0.000
H 5.011418 -5.342386 -0.668849 -0.01 0.01 0.00 0.000
H 3.524922 -6.248799 1.086204 -0.01 0.01 -0.01 0.000
H 1.346256 -5.195635 1.527472 0.00 0.00 -0.01 0.000
H -2.368389 -1.982866 -1.559687 0.01 -0.04 -0.02 0.000
H -4.016756 -3.150978 -2.965105 0.01 0.00 0.02 0.000
H -3.958647 -5.617783 -3.153986 0.01 0.00 0.00 0.000
H -2.229872 -6.903989 -1.935049 -0.01 0.01 0.01 0.000
H -0.583855 -5.745064 -0.532330 -0.01 0.01 -0.01 0.000
H 1.086904 -2.467140 2.841978 0.07 0.05 0.00 -0.004
H 0.318654 -2.709165 5.162420 0.00 0.00 -0.01 0.000
H -1.944427 -3.593901 5.635237 0.01 0.00 -0.01 0.000
H -3.429434 -4.239825 3.769225 0.01 0.00 0.00 0.000
H -2.669292 -3.992410 1.442289 0.03 0.01 0.00 0.002
```
Forces are in eV/Å.

Multiplicity ... 5
Charge ... +1
Orbital gap (spin up / spin down) ... 0.281 / 0.256 Eh
Energy ... -9130.35883 hartree



# 2
C43H47N3OsP2S2 as an isolated structure, computed with ωB97M-V with the def2-TZVPD basis set.

The geometry in XYZ format:
```
98
Properties=species:S:1:pos:R:3:forces:R:3:lowdin_charge:R:1
Os 0.105564 0.095318 0.504361 0.09 3.35 0.29 1.058
S -2.281642 -1.511899 0.115137 0.80 0.43 1.40 0.342
P -1.866198 -0.997703 -1.763648 1.59 0.89 -0.34 0.433
C -0.406320 -0.050241 -1.596564 -0.96 -0.37 -1.29 -0.732
P 0.745509 0.788026 -2.616584 -1.49 -0.99 0.64 0.458
S 2.101893 1.410494 -1.303966 0.10 -0.14 1.39 0.366
C 0.127213 2.277831 -3.512866 0.17 -0.26 0.31 -0.338
C 0.937959 3.406720 -3.569009 -0.03 -0.14 -0.05 -0.114
C 0.444817 4.585674 -4.097616 0.03 0.09 -0.06 -0.081
C -0.853187 4.644124 -4.582405 -0.02 0.05 -0.04 -0.086
C -1.652846 3.513176 -4.547348 -0.12 0.01 -0.12 -0.076
C -1.164959 2.334682 -4.011940 0.09 -0.14 0.03 -0.083
C 1.564513 -0.156461 -3.959985 -0.10 0.26 0.49 -0.329
C 0.829922 -0.859048 -4.906702 0.02 0.14 0.08 -0.099
C 1.486504 -1.570780 -5.893019 -0.09 -0.05 -0.12 -0.082
C 2.872058 -1.569896 -5.944794 0.07 -0.03 -0.08 -0.089
C 3.603257 -0.852854 -5.011477 0.10 -0.08 -0.10 -0.084
C 2.952029 -0.154034 -4.012143 -0.05 0.02 -0.01 -0.115
C -3.379684 -0.227852 -2.485185 0.28 -0.17 0.18 -0.350
C -4.341363 0.285158 -1.621842 0.04 -0.06 0.03 -0.120
C -5.436357 0.971460 -2.114257 -0.07 0.11 -0.01 -0.076
C -5.570524 1.168176 -3.479164 -0.02 0.01 0.05 -0.082
C -4.639472 0.619440 -4.347467 0.03 0.07 -0.20 -0.084
C -3.555200 -0.089604 -3.859122 -0.08 -0.12 0.13 -0.118
C -1.767181 -2.584803 -2.658354 -0.11 0.32 0.19 -0.354
C -2.950674 -3.304014 -2.784186 0.07 0.05 -0.13 -0.101
C -2.915883 -4.618514 -3.202081 -0.15 -0.09 -0.04 -0.078
C -1.701334 -5.219799 -3.495277 0.02 -0.07 -0.03 -0.084
C -0.524068 -4.498010 -3.383843 0.08 -0.15 -0.05 -0.076
C -0.552429 -3.182832 -2.952927 0.00 0.15 -0.04 -0.096
H 1.944374 3.354306 -3.176198 0.01 0.07 0.06 0.068
H 1.074819 5.462603 -4.119607 0.04 0.10 -0.04 0.102
H -1.238810 5.567078 -4.992758 -0.02 0.05 0.00 0.101
H -2.661488 3.540517 -4.935517 -0.08 0.05 -0.01 0.102
H -1.798564 1.461699 -3.964602 -0.02 0.03 0.06 0.069
H -0.250798 -0.851739 -4.865077 -0.11 -0.04 -0.02 0.097
H 0.915165 -2.117754 -6.629418 -0.02 -0.07 -0.04 0.105
H 3.379086 -2.121445 -6.723519 0.05 -0.03 -0.05 0.100
H 4.681841 -0.825979 -5.062270 0.10 -0.07 -0.02 0.102
H 3.507415 0.400515 -3.266983 0.03 -0.03 -0.01 0.052
H -4.241698 0.101659 -0.559890 0.04 0.06 0.00 0.049
H -6.179703 1.344876 -1.423166 -0.06 0.08 -0.03 0.104
H -6.402594 1.734338 -3.869310 -0.11 0.02 -0.04 0.101
H -4.756239 0.757904 -5.413210 -0.02 -0.05 -0.08 0.105
H -2.861282 -0.558048 -4.546826 0.09 0.05 -0.04 0.107
H -3.887749 -2.826318 -2.532017 -0.10 -0.06 0.01 0.107
H -3.836933 -5.176763 -3.287600 -0.05 -0.08 -0.01 0.103
H -1.676834 -6.256645 -3.800769 0.03 -0.04 -0.06 0.101
H 0.420022 -4.967844 -3.620635 0.09 -0.04 0.00 0.099
H 0.361045 -2.613054 -2.840827 0.01 0.04 0.06 0.078
C 2.947837 2.090422 2.350747 -0.28 -0.19 -0.04 -0.062
C 2.476998 0.666883 2.717867 0.62 0.22 0.08 -0.675
C 3.362149 -0.325239 1.942794 -0.27 0.16 -0.06 -0.079
C 2.700953 0.450132 4.223771 -0.10 0.06 -0.24 -0.069
C 1.039855 0.501925 2.323302 -1.85 -1.87 -1.52 -0.124
H 3.992330 2.216884 2.619406 0.21 -0.05 0.08 0.085
H 2.372690 2.842549 2.884890 -0.09 0.15 0.03 0.076
H 2.844404 2.245102 1.280520 -0.05 0.13 -0.11 0.028
H 4.412724 -0.163842 2.174064 0.13 0.06 0.11 0.086
H 3.217572 -0.189332 0.873799 0.05 -0.05 -0.11 0.030
H 3.103773 -1.348588 2.205006 0.00 -0.15 0.00 0.073
H 3.747874 0.615309 4.472272 0.13 0.00 0.03 0.079
H 2.448849 -0.569760 4.509464 -0.10 -0.08 0.06 0.081
H 2.103065 1.143296 4.814459 -0.09 0.02 0.05 0.080
H 0.384422 0.422047 3.204896 0.13 0.51 0.12 0.034
N 1.009064 -1.522989 0.285462 2.39 -3.54 -0.84 -0.083
C 1.593931 -2.505681 0.060485 -1.81 2.82 0.58 -0.071
C 2.322978 -3.660853 -0.196477 0.98 -1.54 -0.23 -0.203
C 2.583779 -4.574655 0.839132 -0.17 0.48 -0.27 -0.017
C 3.312925 -5.712860 0.577991 0.17 -0.28 -0.04 -0.076
C 3.783807 -5.970049 -0.703143 -0.09 0.16 -0.01 -0.071
C 3.544700 -5.059340 -1.725741 0.12 -0.27 0.01 -0.072
C 2.826190 -3.909640 -1.483257 -0.23 0.28 0.36 -0.021
H 2.219117 -4.364488 1.834153 -0.06 -0.01 0.04 0.120
H 3.523475 -6.406476 1.379959 -0.02 -0.05 0.02 0.107
H 4.339109 -6.873695 -0.904043 0.07 -0.06 0.00 0.104
H 3.927150 -5.246471 -2.718232 0.03 -0.03 -0.07 0.107
H 2.656724 -3.185839 -2.267461 -0.04 0.05 -0.07 0.112
C -2.352778 1.767714 1.496003 -0.37 -0.17 0.14 -0.170
C -3.250232 3.023990 1.500701 -0.01 0.08 0.07 -0.149
N -2.511266 4.176509 1.011344 -0.24 0.39 0.06 -0.164
C -2.175008 3.956928 -0.385149 0.00 -0.03 -0.12 -0.145
C -1.441127 2.611907 -0.546735 -0.10 0.17 -0.61 -0.180
N -1.094583 2.045627 0.771608 0.20 -0.47 -0.28 -0.270
C -0.362513 3.092172 1.517988 0.26 0.04 0.12 -0.162
C -1.280282 4.306692 1.771394 -0.03 0.08 0.01 -0.149
H -2.857900 0.928102 1.015550 0.21 0.05 0.07 0.036
H -2.094620 1.463334 2.512050 0.08 -0.06 -0.03 0.119
H -3.606248 3.249419 2.508542 -0.05 -0.07 -0.02 0.117
H -4.120394 2.896723 0.853681 -0.03 -0.08 0.03 0.115
H -1.550902 4.782314 -0.733955 -0.04 0.05 0.03 0.121
H -3.096458 3.962997 -0.971443 0.03 0.02 -0.03 0.118
H -0.514805 2.742650 -1.117386 -0.25 -0.13 0.21 0.072
H -2.070132 1.888336 -1.075113 0.25 0.11 0.13 0.090
H 0.514637 3.366579 0.928999 0.00 -0.10 -0.01 0.114
H -0.014378 2.654770 2.455969 -0.01 0.02 -0.06 0.091
H -0.799102 5.237561 1.466143 0.10 -0.02 0.10 0.119
H -1.549519 4.387416 2.826810 0.08 0.03 0.01 0.119
```
Forces are in eV/Å.

Multiplicity ... 1
Orbital gap (spin up / spin down) ... 0.234 / 0.232 Eh
Energy ... -3400.68358 hartree



Question: Which value of multiplicity does entry 2 give?
Answer: 1



Question: Among the records above, which one has the lowest energy?
Answer: C43H47IN5O3P2RuS2Se2Si